Entry 1:
{
  "formula": "H58O29",
  "method": "ωB97M-V/def2-TZVPD",
  "homo_ev": -10.00,
  "lumo_ev": -0.87,
  "total_energy_ha": -2216.736948,
  "elements": ["O", "H", "H", "O", "H", "H", "O", "H", "H", "O", "H", "H", "O", "H", "H", "O", "H", "H", "O", "H", "H", "O", "H", "H", "O", "H", "H", "O", "H", "H", "O", "H", "H", "O", "H", "H", "O", "H", "H", "O", "H", "H", "O", "H", "H", "O", "H", "H", "O", "H", "H", "O", "H", "H", "O", "H", "H", "O", "H", "H", "O", "H", "H", "O", "H", "H", "O", "H", "H", "O", "H", "H", "O", "H", "H", "O", "H", "H", "O", "H", "H", "O", "H", "H", "O", "H", "H"],
  "positions_angstrom": [[-1.9935, -2.2835, -0.4189], [-2.1856, -2.8964, 0.2908], [-2.8527, -2.0293, -0.7556], [0.2932, 4.6793, -3.4571], [-0.4413, 4.7535, -2.8477], [0.6220, 5.5737, -3.5468], [2.6633, 3.4715, -0.6496], [2.6093, 3.4805, -1.6052], [2.8540, 4.3788, -0.4114], [-3.2606, 1.6990, -4.7175], [-2.4036, 1.9386, -5.0701], [-3.0648, 1.2508, -3.8947], [-0.3376, 1.1059, -4.2964], [0.3426, 1.5374, -3.7794], [-0.5585, 1.7396, -4.9790], [0.0745, -5.0455, 1.4395], [-0.2686, -4.1826, 1.6716], [0.1665, -5.0190, 0.4871], [-1.7565, -4.5200, -3.2806], [-2.5241, -3.9517, -3.2159], [-1.2545, -4.3365, -2.4865], [0.2982, 0.7649, 4.7288], [0.2117, -0.1671, 4.5282], [0.4128, 0.7963, 5.6786], [3.0899, 4.0522, 2.5484], [3.8022, 4.1831, 1.9226], [2.5665, 3.3448, 2.1717], [4.8803, -0.4848, -1.5941], [5.7355, -0.0741, -1.7216], [4.8240, -0.6340, -0.6503], [4.8830, 2.6740, -2.0016], [4.5138, 2.1704, -2.7271], [4.1846, 2.6999, -1.3475], [3.2812, -0.0438, 3.7617], [3.0306, -0.9647, 3.8344], [2.6222, 0.3393, 3.1828], [3.2317, -3.3335, 1.4317], [2.9833, -4.0776, 1.9802], [2.4856, -3.2081, 0.8453], [4.9018, -0.8174, 1.1287], [5.4956, -1.2661, 1.7305], [4.1129, -1.3595, 1.1213], [-2.5886, -0.7987, -3.5108], [-2.9546, -0.9865, -4.3751], [-1.7999, -0.2868, -3.6902], [-1.0291, 5.7010, -1.4046], [-0.9167, 5.0984, -0.6694], [-1.8649, 5.4481, -1.7966], [2.1951, 2.4402, -3.9041], [1.7917, 3.2627, -4.1817], [2.8147, 2.2291, -4.6025], [-2.4776, -0.7573, 3.4505], [-2.8991, -0.6427, 4.3023], [-2.0648, -1.6194, 3.5010], [-0.0249, 0.0923, -0.0240], [0.1727, 0.8289, -0.6025], [-0.8098, -0.3052, -0.4010], [3.0241, -4.0521, -1.5341], [3.5680, -4.0446, -0.7465], [2.1555, -3.7906, -1.2284], [1.2725, 1.1162, 2.2474], [0.7864, 0.6745, 1.5511], [0.6589, 1.1551, 2.9810], [-1.8623, 2.5695, 3.3823], [-2.0711, 1.6457, 3.5207], [-0.9954, 2.6808, 3.7726], [0.3429, -1.8174, 4.5730], [-0.3374, -2.4504, 4.3436], [1.1216, -2.3500, 4.7347], [-0.0432, 3.6853, 0.1167], [0.8649, 3.6584, -0.1849], [0.0126, 3.5340, 1.0602], [1.1214, -2.6763, -0.3363], [0.2310, -2.7665, -0.6758], [1.0679, -1.9535, 0.2888], [-4.5945, -2.1325, -1.7923], [-4.0367, -1.7466, -2.4676], [-5.2437, -2.6406, -2.2787], [-6.0327, -0.5842, 0.0874], [-5.5430, -1.2678, -0.3700], [-6.6857, -0.2908, -0.5480], [-4.9449, -0.0086, 2.5981], [-4.9635, 0.2676, 1.6818], [-4.0178, -0.1559, 2.7856], [-3.1938, -3.8553, 1.6827], [-3.4712, -4.4247, 2.4003], [-4.0063, -3.6210, 1.2343]],
  "lowdin_charge": [-0.028, -0.001, 0.007, -0.054, -0.011, 0.048, -0.029, 0.038, 0.076, -0.045, 0.005, 0.004, -0.033, 0.013, 0.037, -0.039, 0.007, 0.028, -0.039, 0.009, 0.014, -0.054, -0.029, 0.068, -0.042, 0.026, -0.003, -0.067, 0.024, -0.036, -0.058, 0.010, -0.018, -0.054, 0.004, -0.030, -0.034, 0.051, -0.017, -0.037, 0.060, 0.010, -0.042, 0.062, 0.010, -0.051, 0.002, 0.052, -0.035, 0.015, 0.062, -0.020, 0.073, 0.032, -0.024, 0.054, 0.028, -0.058, 0.010, -0.031, -0.037, 0.003, -0.003, -0.045, -0.006, 0.013, -0.011, 0.049, 0.072, -0.037, -0.006, 0.047, -0.045, 0.036, 0.052, -0.036, 0.012, 0.073, -0.047, -0.014, 0.044, -0.068, 0.000, -0.042, -0.035, 0.058, 0.051]
}

=====

Entry 2:
{
  "formula": "H5InO2PS",
  "method": "ωB97M-V/def2-TZVPD",
  "homo_ev": -4.32,
  "lumo_ev": 3.19,
  "total_energy_ha": -1083.220674,
  "total_charge": -1,
  "elements": ["O", "P", "O", "S", "In", "H", "H", "H", "H", "H"],
  "positions_angstrom": [[1.3766, -0.7184, 1.2348], [0.9487, 0.4242, 0.1125], [1.7095, -0.1640, -1.2285], [1.8002, 2.1145, 0.5560], [-1.6244, 0.2460, -0.1195], [0.6545, -1.3438, 1.3617], [1.3178, -1.0054, -1.4896], [-2.1641, 1.4483, -1.2451], [-1.8333, -1.4113, -0.7052], [-2.1855, 0.4099, 1.5229]],
  "lowdin_charge": [-0.349, -0.016, -0.348, 0.070, 0.087, 0.018, 0.031, -0.166, -0.167, -0.161]
}

=====

Entry 3:
{
  "formula": "H5N2OPS",
  "method": "ωB97M-V/def2-TZVPD",
  "homo_ev": -8.31,
  "lumo_ev": -1.65,
  "total_energy_ha": -927.224867,
  "elements": ["N", "N", "O", "P", "S", "H", "H", "H", "H", "H"],
  "positions_angstrom": [[0.6274, 0.4198, 1.6123], [-0.5452, 0.5028, -2.1860], [-1.3970, -0.8156, 0.7238], [0.1396, -0.7101, 0.4507], [1.3042, -2.2565, 0.4419], [1.4897, 0.1802, 1.9258], [0.4517, 1.4438, 1.7137], [0.2944, 0.5562, -2.7550], [-0.4915, 1.4792, -1.8386], [-1.8731, -0.7998, -0.0886]],
  "nbo_charge": [-1.154, -1.001, -0.970, 1.596, -0.458, 0.397, 0.427, 0.320, 0.308, 0.534]
}

=====

Entry 4:
{
  "formula": "H5N2PS",
  "method": "ωB97M-V/def2-TZVPD",
  "homo_ev": [-8.65, -7.85],
  "lumo_ev": [-1.18, -1.94],
  "total_energy_ha": -851.983156,
  "elements": ["N", "N", "P", "S", "H", "H", "H", "H", "H"],
  "positions_angstrom": [[1.2685, -0.7123, 0.6229], [0.6365, 1.2514, -0.9302], [0.3853, 0.7566, 0.7154], [-2.6880, -0.2056, -0.2708], [0.8207, -1.4658, 0.1252], [1.4482, -1.1364, 1.5077], [-0.2754, 1.0596, -1.2401], [1.3953, 0.8641, -1.4622], [-2.9910, -0.4117, 0.9321]],
  "nbo_charge": [-1.164, -1.159, 1.145, -0.507, 0.405, 0.385, 0.405, 0.400, 0.089]
}

=====

Entry 5:
{
  "formula": "H5N2PS",
  "method": "ωB97M-V/def2-TZVPD",
  "homo_ev": [-8.43, -8.19],
  "lumo_ev": [-0.54, -0.18],
  "total_energy_ha": -851.905135,
  "elements": ["N", "N", "P", "S", "H", "H", "H", "H", "H"],
  "positions_angstrom": [[1.6251, -0.6412, 0.2228], [0.2651, 0.4966, -0.8989], [-0.8908, 0.7443, 0.3087], [-2.5051, -0.4474, -0.1171], [1.9546, 0.0331, 0.9026], [2.4727, -0.7837, -0.3073], [0.1191, -0.3686, -1.4191], [-1.1842, 2.1656, 0.3859], [-1.8565, -1.1988, 0.9225]],
  "nbo_charge": [-0.688, -0.822, 0.589, -0.290, 0.323, 0.320, 0.379, -0.001, 0.190]
}

=====

Entry 6:
{
  "formula": "H5N2PS",
  "method": "ωB97M-V/def2-TZVPD",
  "homo_ev": [-7.71, -7.15],
  "lumo_ev": [-0.93, -1.43],
  "total_energy_ha": -851.992672,
  "elements": ["N", "N", "P", "S", "H", "H", "H", "H", "H"],
  "positions_angstrom": [[0.9046, -0.8341, 0.6952], [0.6327, 1.2213, -0.8955], [0.3240, 0.6927, 0.7052], [-2.7688, -0.3337, -0.2158], [0.8761, -1.3411, -0.1940], [1.4936, -1.1535, 1.4346], [-0.1202, 1.6293, -1.4382], [1.3333, 0.6420, -1.3097], [-2.6753, -0.5228, 1.2181]],
  "nbo_charge": [-1.170, -1.159, 1.235, -0.689, 0.420, 0.419, 0.434, 0.392, 0.119]
}

=====

Entry 7:
{
  "formula": "H5N2PS2",
  "method": "ωB97M-V/def2-TZVPD",
  "homo_ev": -9.08,
  "lumo_ev": -0.39,
  "total_energy_ha": -1250.264273,
  "elements": ["N", "N", "P", "S", "S", "H", "H", "H", "H", "H"],
  "positions_angstrom": [[0.8324, -0.0233, 1.7764], [-1.5287, -0.0895, -1.2102], [1.4365, -0.0464, 0.2312], [1.9830, -1.7934, -0.4141], [1.8556, 1.7907, -0.3774], [0.2405, -0.8293, 2.0300], [0.7042, 0.8389, 2.2949], [-1.8655, 0.8738, -1.4103], [-2.5158, -0.3907, -0.8831], [-1.1424, -0.3309, -2.0375]],
  "nbo_charge": [-1.172, -1.088, 1.203, -0.428, -0.471, 0.422, 0.429, 0.356, 0.378, 0.369]
}

=====

Entry 8:
{
  "formula": "H5N3O",
  "method": "ωB97M-V/def2-TZVPD",
  "smiles": "N=O.NN",
  "homo_ev": -8.74,
  "lumo_ev": 0.28,
  "total_energy_ha": -242.346974,
  "elements": ["N", "O", "H", "N", "N", "H", "H", "H", "H"],
  "positions_angstrom": [[-1.6741, 0.7877, 1.2743], [-2.1452, 1.7383, 1.8117], [-0.9447, 1.0462, 0.4419], [1.4027, -0.4593, -0.2118], [0.1124, -0.3311, -0.9479], [1.2407, -0.3651, 0.7850], [1.7720, -1.4326, -0.3496], [-0.2037, -1.2923, -1.0733], [0.4399, 0.3084, -1.7303]],
  "nbo_charge": [-0.022, -0.256, 0.263, -0.688, -0.720, 0.341, 0.334, 0.365, 0.381]
}

=====

Entry 9:
{
  "formula": "H5N3OS",
  "method": "ωB97M-V/def2-TZVPD",
  "homo_ev": [-9.23, -9.14],
  "lumo_ev": [-1.05, -0.93],
  "total_energy_ha": -640.486250,
  "elements": ["N", "N", "N", "O", "S", "H", "H", "H", "H", "H"],
  "positions_angstrom": [[1.0476, -1.0620, -1.5473], [-0.8086, 1.2094, -0.2218], [0.2830, -0.2052, 1.5447], [-2.0110, -0.9175, 0.5977], [-0.6782, -0.4587, 0.1602], [1.3174, -1.9607, -1.2673], [-0.4445, 1.3661, -1.2024], [-1.7660, 1.4957, -0.5951], [0.3018, -1.1746, 1.8721], [1.1794, 0.0673, 1.2206]],
  "nbo_charge": [-0.474, -1.046, -0.989, -0.919, 1.631, 0.240, 0.393, 0.404, 0.373, 0.385]
}

=====

Entry 10:
{
  "formula": "H5N3S",
  "method": "ωB97M-V/def2-TZVPD",
  "smiles": "NN(N)S",
  "homo_ev": -8.47,
  "lumo_ev": 1.01,
  "total_energy_ha": -565.344861,
  "elements": ["N", "N", "N", "S", "H", "H", "H", "H", "H"],
  "positions_angstrom": [[-0.5183, 1.1475, 0.0914], [0.1800, 0.0787, -0.3898], [-0.5055, -1.2266, 0.0539], [1.8367, -0.0236, 0.0176], [-0.3270, 1.6039, 0.9549], [-0.5999, 1.9193, -0.5349], [-0.6647, -1.1686, 1.0411], [-1.3531, -1.2642, -0.4363], [1.9518, -1.0663, -0.7981]],
  "nbo_charge": [-0.682, -0.279, -0.673, 0.126, 0.335, 0.359, 0.333, 0.352, 0.130]
}

=====

Molar mass, respectively: 522.44; 214.90; 112.09; 96.09; 96.09; 96.09; 128.16; 63.06; 95.13; 79.13 g mol⁻¹.
Energy relative to the best compared isomer or geometry (same formula, charge and spin), respectively: 469.92; 0.00; 377.09; 231.70; 436.55; 206.72; 95.61; 183.25; 354.09; 126.61 kJ/mol.